Record 1
C24H27N5O2 in the gas phase in a non-equilibrium geometry, computed with the ωB97M-V functional and the def2-TZVPD basis.

Structure (ORCA input):
```
! wB97M-V def2-TZVPD RIJCOSX def2/J DEFGRID3
* xyz 0 1
C 0.883 4.588 -1.357
C 1.275 3.168 -1.563
C 1.093 2.395 -2.673
C 1.633 1.113 -2.392
C 1.739 -0.074 -3.117
C 2.320 -1.167 -2.515
C 2.808 -1.097 -1.209
C 2.734 0.067 -0.473
C 2.137 1.174 -1.068
N 1.922 2.441 -0.591
C 2.248 2.905 0.731
C 1.104 2.672 1.726
N 0.936 1.247 1.939
C -0.273 0.906 2.680
C -0.683 -0.479 2.329
C -1.111 -0.966 1.097
C -1.354 -0.103 -0.082
O -1.489 1.108 0.075
N -1.410 -0.654 -1.309
C -1.255 -2.042 -1.674
C -2.547 -2.524 -2.345
O -2.884 -1.724 -3.456
C -3.039 -0.374 -3.080
C -1.757 0.173 -2.447
N -1.340 -2.301 1.169
C -1.054 -2.658 2.404
C -1.121 -3.921 3.012
C -0.763 -4.044 4.323
C -0.330 -2.912 5.050
C -0.270 -1.691 4.456
N -0.630 -1.558 3.156
H 0.184 4.683 -0.526
H 1.753 5.211 -1.144
H 0.404 4.963 -2.257
H 0.624 2.702 -3.587
H 1.376 -0.126 -4.134
H 2.408 -2.097 -3.059
H 3.258 -1.975 -0.767
H 3.118 0.106 0.535
H 2.481 3.972 0.689
H 3.133 2.366 1.079
H 1.353 3.141 2.684
H 0.181 3.135 1.340
H 0.864 0.813 1.022
H -0.064 1.003 3.751
H -1.104 1.585 2.425
H -1.052 -2.641 -0.788
H -0.423 -2.117 -2.384
H -2.426 -3.539 -2.727
H -3.362 -2.507 -1.607
H -3.282 0.172 -3.993
H -3.870 -0.277 -2.364
H -1.893 1.198 -2.100
H -0.941 0.135 -3.174
H -1.455 -4.756 2.419
H -0.805 -5.002 4.816
H -0.043 -3.016 6.083
H 0.060 -0.802 4.972
*
```

SMILES   Cc1cc2ccccc2n1CCNCc1c(C(=O)N2CCOCC2)nc2ccccn12
ΔE to the lowest compared entry with this formula, charge and spin   33.98 kcal/mol
LUMO   0.4586 eV


Record 2
2 unconnected molecules or ions with the total composition C27H24BF3O2S in a non-equilibrium geometry, computed with the ωB97M-V functional and the def2-TZVPD basis.

Structure (ORCA input):
```
! wB97M-V def2-TZVPD RIJCOSX def2/J DEFGRID3
* xyz 0 1
C -5.412 -1.888 -1.386
C -4.283 -1.423 -0.564
C -4.004 -1.844 0.724
C -2.833 -1.231 1.237
C -2.339 -0.220 0.412
C -1.265 0.649 0.671
C -1.138 1.820 -0.097
C -1.103 2.999 0.606
C -0.858 2.896 1.972
C -0.922 4.135 2.780
F -1.689 3.955 3.896
F 0.325 4.540 3.202
F -1.452 5.189 2.097
C -0.551 1.713 2.655
C -0.595 0.556 1.910
S -3.186 -0.230 -1.117
H -6.152 -2.286 -0.683
H -5.820 -1.049 -1.965
H -5.063 -2.670 -2.074
H -4.619 -2.567 1.243
H -2.408 -1.403 2.216
H -0.978 1.697 -1.175
H -1.165 3.974 0.122
H -0.231 1.738 3.695
H -0.125 -0.406 2.141
C 2.495 0.153 -1.778
C 1.775 -0.047 -0.384
C 2.792 -0.921 0.438
B 0.863 -1.200 -0.864
O 0.165 -1.259 -2.051
C -0.142 -2.603 -2.182
C 0.175 -3.277 -3.358
C 0.869 -4.479 -3.230
C 1.028 -5.100 -1.997
C 0.517 -4.525 -0.828
C 0.043 -3.224 -0.925
O 0.475 -2.248 -0.047
C 1.859 1.366 0.259
C 2.347 1.545 1.570
C 2.757 2.787 2.062
C 2.690 3.921 1.260
C 2.202 3.789 -0.044
C 1.788 2.538 -0.513
H 1.850 0.732 -2.448
H 3.446 0.693 -1.674
H 2.737 -0.798 -2.276
H 2.388 -1.168 1.426
H 3.038 -1.873 -0.056
H 3.764 -0.424 0.586
H 0.147 -2.751 -4.301
H 1.330 -4.917 -4.127
H 1.590 -6.035 -1.925
H 0.730 -4.962 0.132
H 2.418 0.708 2.267
H 3.136 2.867 3.093
H 3.041 4.895 1.628
H 2.150 4.668 -0.695
H 1.404 2.508 -1.534
*
```

SMILES   Cc1ccc(-c2ccc(C(F)(F)F)cc2)s1.CC(C)(B1Oc2ccccc2O1)c1ccccc1
ΔE to the lowest compared entry with this formula, charge and spin   19.62 kcal/mol
LUMO   -0.2837 eV


Record 3
C4H12NP in the gas phase, computed with the ωB97M-V functional and the def2-TZVPD basis.

Structure (ORCA input):
```
! wB97M-V def2-TZVPD RIJCOSX def2/J DEFGRID3
* xyz 0 1
C 1.644 -0.231 -2.147
C 1.308 -0.134 -0.663
C -0.072 0.474 -0.444
P -0.462 0.761 1.356
C -0.715 -0.996 1.883
N -2.139 1.105 1.099
H 1.657 0.758 -2.601
H 2.621 -0.688 -2.290
H 0.902 -0.835 -2.665
H 1.344 -1.132 -0.221
H 2.057 0.480 -0.156
H -0.120 1.450 -0.938
H -0.857 -0.157 -0.870
H -1.144 -1.004 2.885
H 0.243 -1.510 1.919
H -1.391 -1.496 1.193
H -2.628 1.134 1.990
H -2.248 2.021 0.671
*
```

SMILES   CCCP(C)N
ΔE to the lowest compared entry with this formula, charge and spin   0.00 kcal/mol
LUMO   1.2692 eV


Record 4
A molecular structure, C32H24ClMnN5O4S3, computed with the ωB97M-V functional and the def2-TZVPD basis.

Structure (ORCA input):
```
! wB97M-V def2-TZVPD RIJCOSX def2/J DEFGRID3
* xyz -2 6
Mn -1.676 -0.896 0.423
Cl -1.959 5.553 4.254
C -2.235 3.984 3.503
C -3.539 3.609 3.140
C -3.759 2.399 2.547
C -2.701 1.460 2.258
O -2.970 0.378 1.678
C -1.377 1.881 2.663
C -0.199 1.066 2.538
N -0.134 -0.124 2.062
C 1.085 -0.817 2.135
C 2.100 -0.567 3.021
C 3.303 -1.298 2.973
C 3.489 -2.297 2.063
C 2.441 -2.633 1.172
C 2.522 -3.681 0.223
C 1.450 -3.960 -0.566
C 0.270 -3.198 -0.416
N 0.176 -2.217 0.438
C 1.238 -1.906 1.221
C -1.188 3.136 3.271
H -4.363 4.287 3.331
H -4.756 2.097 2.253
H 0.720 1.546 2.892
H 1.994 0.211 3.765
H 4.095 -1.050 3.671
H 4.420 -2.850 2.021
H 3.445 -4.245 0.136
H 1.487 -4.741 -1.313
H -0.613 -3.393 -1.016
H -0.184 3.431 3.555
S -2.804 -1.668 -1.698
C -3.664 -3.136 -1.249
C -4.387 -3.809 -2.245
C -5.108 -4.967 -1.995
C -5.120 -5.490 -0.707
C -4.412 -4.845 0.294
C -3.676 -3.671 0.066
S -2.808 -2.951 1.405
H -4.367 -3.389 -3.245
H -5.653 -5.453 -2.798
H -5.675 -6.396 -0.481
H -4.413 -5.244 1.302
C -0.827 3.957 -2.520
N -1.346 3.602 -1.203
C -1.147 4.527 -0.097
C -1.438 2.314 -0.900
N -1.577 1.199 -0.647
H -0.309 4.911 -2.438
H -1.643 4.055 -3.240
H -0.108 3.215 -2.856
H -1.617 5.483 -0.337
H -0.081 4.681 0.101
H -1.615 4.126 0.799
O 1.786 -1.515 -2.724
C 2.108 -0.481 -2.159
N 1.417 0.188 -1.202
S 2.187 1.487 -0.696
O 1.516 2.721 -1.071
O 2.584 1.424 0.694
C 3.638 1.316 -1.722
C 4.780 2.084 -1.831
C 5.741 1.682 -2.753
C 5.544 0.542 -3.533
C 4.386 -0.216 -3.403
C 3.435 0.190 -2.485
H 4.922 2.965 -1.218
H 6.652 2.257 -2.868
H 6.306 0.248 -4.245
H 4.211 -1.106 -3.994
*
```

<S²>   8.75
ΔE to the lowest compared entry with this formula, charge and spin   9.95 kcal/mol
LUMO (spin up / spin down)   4.0498 / 4.0496 eV


Record 5
A gas-phase ion, C7H8NS2 (charge +1) in a non-equilibrium geometry, computed with the ωB97M-V functional and the def2-TZVPD basis.

Structure (ORCA input):
```
! wB97M-V def2-TZVPD RIJCOSX def2/J DEFGRID3
* xyz 1 3
C -0.178 0.512 -3.722
C 0.811 1.307 -4.207
C -0.139 0.355 -2.348
C 0.871 1.112 -1.800
C -0.430 -0.472 0.196
C -1.221 -1.271 1.201
C 1.054 0.642 1.831
N 0.604 0.208 0.491
S 1.870 1.939 -2.962
S -1.071 -0.723 -1.371
H -0.963 0.107 -4.385
H 0.955 1.464 -5.354
H -2.260 -0.955 1.351
H -1.367 -2.250 0.636
H -0.581 -1.337 2.098
H 2.166 0.586 1.956
H 0.692 1.776 1.871
H 0.740 -0.079 2.543
*
```

<S²>   2.03
LUMO (spin up / spin down)   -3.8525 / -7.2387 eV


Record 6
C3H2BrNO4 in the gas phase in a non-equilibrium geometry, computed with the ωB97M-V functional and the def2-TZVPD basis.

Structure (ORCA input):
```
! wB97M-V def2-TZVPD RIJCOSX def2/J DEFGRID3
* xyz 0 1
O 0.217 0.348 -1.865
C -0.674 0.930 -1.344
O -1.494 0.385 -0.396
C -0.968 -0.671 0.322
C 0.263 -0.761 0.856
Br 0.778 -2.265 1.848
N 1.332 0.231 0.664
O 0.908 1.343 0.456
O 2.480 -0.114 0.715
H -1.118 1.940 -1.659
H -1.724 -1.366 0.403
*
```

SMILES   O=CO/C=C(/Br)[N+](=O)[O-]
ΔE to the lowest compared entry with this formula, charge and spin   100.94 kcal/mol
LUMO   -0.8504 eV


Record 7
C3H10N2 in the gas phase in a non-equilibrium geometry, computed with the ωB97M-V functional and the def2-TZVPD basis.

Structure (ORCA input):
```
! wB97M-V def2-TZVPD RIJCOSX def2/J DEFGRID3
* xyz 0 1
C 2.159 0.660 0.932
N 0.742 0.279 1.035
C 0.271 -0.120 -0.284
C -1.234 -0.330 -0.139
N -1.983 -0.490 -1.448
H 2.361 1.522 0.304
H 2.399 0.987 1.994
H 2.803 -0.210 0.709
H 0.252 1.201 1.139
H 0.496 0.621 -1.112
H 0.803 -1.036 -0.670
H -1.763 0.512 0.294
H -1.384 -1.231 0.533
H -2.912 -0.902 -1.205
H -1.547 -1.244 -2.151
*
```

SMILES   CNCCN
ΔE to the lowest compared entry with this formula, charge and spin   26.53 kcal/mol
LUMO   1.1360 eV


So what do the calculations give for M? Going down the list: 417.513, 480.360, 105.121, 729.167, 170.282, 195.956, 74.127 u.
So what do the calculations give for DFT total energy? Going down the list: -1355.039620, -1916.349162, -555.716365, -4614.508412, -1122.226720, -3045.101408, -229.766973 Eh.